{
  "formula": "C3H8N4O",
  "method": "ωB97M-V/def2-TZVPD",
  "elements": ["O", "N", "N", "N", "N", "C", "C", "C", "H", "H", "H", "H", "H", "H", "H", "H"],
  "positions_angstrom": [[0.679, -2.160, 1.276], [0.093, -1.241, 0.391], [1.209, 0.291, -1.153], [-1.482, 0.607, 0.681], [1.796, 0.779, 1.082], [-0.663, -0.322, 1.089], [1.062, 0.268, 0.207], [-1.856, 0.713, -0.697], [-0.589, -0.448, 2.165], [1.493, 1.156, -1.584], [-2.758, 1.326, -0.754], [0.619, -0.331, -1.686], [-2.042, -0.261, -1.168], [-1.096, 1.251, -1.290], [0.932, -2.908, 0.719], [2.603, 1.279, 0.723]],
  "atomic_forces_ev_per_a": [[-0.222, 0.593, 0.187], [1.593, 2.111, -1.201], [-0.616, 0.084, 0.014], [0.962, -1.734, 0.821], [-1.053, -0.661, 0.444], [-3.330, 1.235, 1.495], [2.893, -2.704, -1.179], [0.131, 0.350, -0.561], [0.261, 0.227, 0.196], [-0.095, 0.024, -0.008], [-0.046, -0.163, -0.041], [0.057, 0.208, 0.043], [0.034, 0.061, -0.062], [-0.220, -0.170, 0.074], [-0.045, 0.303, -0.119], [-0.303, 0.237, -0.102]],
  "mulliken_charge": [-0.46, -0.16, -0.45, -0.52, -0.63, 0.03, 0.50, -0.75, 0.50, 0.22, 0.29, 0.28, 0.30, 0.22, 0.35, 0.28],
  "e_above_lowest_kcal_mol": 127.54,
  "total_energy_ev": -11244.0931,
  "spin_multiplicity": 1
}

---

{
  "formula": "C2H2ClNO2",
  "method": "ωB97M-V/def2-TZVPD",
  "elements": ["Cl", "O", "O", "N", "C", "C", "H", "H"],
  "positions_angstrom": [[-4.017, 0.095, 0.291], [-0.965, 1.166, 0.516], [-1.772, 1.385, -0.432], [-2.447, -1.499, -1.346], [-3.060, -0.807, -0.682], [0.225, 0.852, 0.294], [0.755, 0.764, 1.225], [0.669, 0.810, -0.681]],
  "atomic_forces_ev_per_a": [[-0.396, -0.342, 0.063], [-6.055, 1.585, 5.367], [-0.947, 1.010, -3.597], [0.851, -0.765, -0.824], [-1.134, 0.553, 0.901], [7.383, -1.991, -1.510], [0.429, -0.104, -0.128], [-0.131, 0.052, -0.272]],
  "mulliken_spin": [0.01, 0.27, 0.80, 0.01, 0.00, 0.88, 0.02, 0.02],
  "e_above_lowest_kcal_mol": 91.26,
  "total_energy_ev": -20205.5033,
  "spin_multiplicity": 3
}

---

{
  "formula": "C3H8NO6P2STaTe",
  "method": "ωB97M-V/def2-TZVPD",
  "elements": ["Ta", "Te", "S", "P", "P", "O", "O", "O", "O", "O", "O", "N", "C", "C", "C", "H", "H", "H", "H", "H", "H", "H", "H"],
  "positions_angstrom": [[-2.079, -0.670, -0.560], [-4.028, -2.203, -0.017], [-4.020, 0.611, -3.311], [0.654, -1.160, -0.884], [-0.579, 1.083, 1.020], [-1.211, -0.185, 1.821], [-0.111, -2.188, 0.120], [1.951, -1.620, -1.365], [-0.471, -0.769, -1.845], [-1.599, 1.282, -0.103], [-0.142, 2.189, 1.864], [1.415, 1.402, -0.735], [-3.214, 0.053, -2.141], [1.991, 0.039, 1.243], [0.917, 0.327, 0.208], [2.903, -0.329, 0.770], [-1.229, -0.017, 2.778], [2.265, 1.083, -1.212], [2.212, 0.927, 1.836], [1.613, 2.262, -0.212], [0.408, -3.000, 0.246], [1.645, -0.734, 1.928], [0.710, 1.618, -1.448]],
  "atomic_forces_ev_per_a": [[-2.656, -0.142, -1.541], [0.197, 0.131, -0.027], [0.197, -0.085, 0.221], [1.560, -0.703, 0.238], [0.808, 0.628, 1.370], [0.431, 0.527, -0.357], [0.419, 0.541, -0.345], [0.057, 0.131, -0.104], [-0.274, -0.073, 0.159], [-0.155, -0.291, -0.017], [0.066, 0.122, -0.113], [0.003, 0.054, -0.064], [0.027, -0.292, 0.367], [0.209, 0.000, 0.133], [-0.379, -0.231, 0.033], [-0.031, -0.005, -0.040], [-0.184, -0.290, -0.023], [0.046, -0.001, 0.014], [-0.043, 0.017, -0.021], [0.039, 0.013, 0.025], [-0.299, -0.083, 0.151], [-0.036, 0.001, -0.024], [-0.001, 0.030, -0.035]],
  "mulliken_spin": [1.16, -0.51, 0.33, 0.01, 0.01, 0.00, 0.00, 0.00, -0.01, -0.01, 0.00, 0.00, 0.02, 0.00, -0.01, 0.00, 0.00, 0.00, 0.00, 0.00, 0.00, 0.00, 0.00],
  "e_above_lowest_kcal_mol": 0.00,
  "total_energy_ev": -55271.5323,
  "spin_multiplicity": 2,
  "charge": 1
}

---

{
  "formula": "C31H28Cl3F9GePPtSi2",
  "method": "ωB97M-V/def2-TZVPD",
  "elements": ["Pt", "Ge", "Cl", "Cl", "Cl", "P", "Si", "Si", "F", "F", "F", "F", "F", "F", "F", "F", "F", "C", "C", "C", "C", "C", "C", "C", "C", "C", "C", "C", "C", "C", "C", "C", "C", "C", "C", "C", "C", "C", "C", "C", "C", "C", "C", "C", "C", "C", "C", "C", "H", "H", "H", "H", "H", "H", "H", "H", "H", "H", "H", "H", "H", "H", "H", "H", "H", "H", "H", "H", "H", "H", "H", "H", "H", "H", "H", "H"],
  "positions_angstrom": [[0.021, -0.143, 0.065], [-2.446, -0.300, 0.609], [-3.830, 0.965, -0.532], [-3.535, -2.193, 0.619], [-2.722, 0.351, 2.678], [0.145, -2.508, -0.218], [-0.037, 2.267, 0.089], [2.417, 0.012, 0.119], [-4.355, -3.748, -5.125], [-2.939, -4.611, 5.406], [6.001, -4.976, -2.260], [-3.109, -5.506, -5.196], [5.273, -6.744, -1.274], [6.238, -5.194, -0.134], [-1.600, -3.176, 6.286], [-4.706, -5.382, -3.764], [-0.892, -5.141, 5.779], [-1.684, -4.131, 5.351], [4.442, 3.658, 0.209], [3.298, -4.290, -2.009], [3.555, -4.651, 0.378], [4.135, 2.310, 0.258], [-0.298, -2.064, 2.511], [4.053, -4.754, -0.925], [-1.291, -3.672, 3.983], [-2.654, -2.674, -3.206], [-1.765, -2.176, -2.282], [-0.832, 2.801, -1.573], [2.816, 1.880, 0.208], [-1.080, -4.431, -1.727], [1.796, 2.821, 0.117], [-1.452, -4.558, 2.918], [-1.994, -4.930, -2.618], [1.562, -3.592, -0.478], [-0.949, -3.042, -1.543], [-3.735, -4.654, -4.355], [-2.783, -4.056, -3.369], [-0.871, 3.067, 1.616], [2.109, 4.173, 0.053], [3.426, 4.592, 0.096], [2.334, -4.065, 0.601], [-0.727, -2.413, 3.771], [-1.004, -4.220, 1.665], [2.088, -3.686, -1.780], [-0.380, -2.981, 1.455], [3.121, -0.583, -1.569], [5.379, -5.403, -1.149], [3.232, -0.916, 1.585], [1.323, 4.909, -0.044], [1.925, -4.024, 1.601], [-0.540, 4.098, 1.690], [-0.600, 2.563, 2.538], [-0.426, -5.104, -1.194], [4.310, -0.828, 1.508], [5.470, 3.986, 0.248], [4.056, -0.071, -1.777], [0.159, -1.082, 2.340], [-1.125, -4.908, 0.843], [-0.636, -1.719, 4.590], [-0.696, 3.873, -1.681], [3.318, -1.648, -1.548], [-3.249, -2.007, -3.810], [-0.359, 2.317, -2.424], [-1.952, 3.055, 1.534], [2.993, -1.973, 1.570], [-1.929, -5.510, 3.087], [-1.657, -1.104, -2.154], [3.659, 5.645, 0.041], [-1.895, 2.584, -1.594], [2.438, -0.383, -2.390], [-2.095, -5.996, -2.755], [4.145, -5.024, 1.200], [3.672, -4.393, -3.015], [2.929, -0.511, 2.543], [4.932, 1.588, 0.326], [1.507, -3.308, -2.611]],
  "atomic_forces_ev_per_a": [[0.272, -0.110, -0.615], [0.373, 0.819, 0.129], [0.009, -0.125, 0.068], [0.002, -0.001, -0.046], [-0.189, -0.029, 0.070], [0.468, 1.076, 0.412], [-0.495, 0.294, 0.046], [0.560, 0.147, -0.145], [0.143, 0.204, 0.159], [-0.071, 0.061, -0.300], [-0.261, 0.184, -0.100], [0.175, 0.115, 0.122], [-0.226, 0.062, 0.032], [-0.218, 0.122, 0.131], [0.077, 0.282, -0.180], [0.193, 0.174, 0.211], [0.118, 0.028, -0.242], [-0.189, -0.343, 0.804], [0.120, 0.024, -0.010], [0.656, -0.400, 0.353], [0.684, -0.228, -0.639], [0.145, 0.070, 0.018], [0.666, -0.153, -0.761], [-0.628, 0.315, 0.129], [0.250, 0.435, -0.483], [-0.368, -0.817, -0.444], [0.937, 0.060, 0.505], [0.300, -0.163, 0.778], [-0.268, -0.790, 0.049], [0.200, 0.681, -0.004], [-0.949, -0.392, -0.089], [-0.064, -0.020, 0.449], [-0.440, 0.016, -0.468], [1.259, 0.384, -0.166], [-0.920, -0.893, 0.109], [-0.580, -0.453, -0.598], [0.382, 0.383, 0.430], [0.279, -0.305, -0.800], [0.054, 0.118, -0.014], [-0.062, 0.123, 0.006], [-1.080, -0.041, -0.510], [-0.351, -0.729, 0.519], [0.489, 0.501, -0.033], [-0.799, -0.241, 0.594], [-1.064, -0.539, 0.133], [-0.284, 0.055, 0.796], [0.811, -0.512, -0.114], [-0.481, 0.351, -0.689], [-0.099, 0.119, 0.029], [0.092, 0.109, 0.070], [0.084, 0.290, -0.015], [0.102, -0.147, 0.086], [-0.013, -0.113, 0.052], [0.298, 0.083, -0.055], [0.121, -0.002, 0.008], [0.168, 0.184, 0.033], [-0.207, -0.326, 0.123], [-0.078, -0.072, 0.005], [0.003, 0.099, 0.106], [0.033, 0.291, -0.077], [0.089, -0.104, 0.012], [-0.094, 0.086, -0.009], [0.130, -0.092, -0.044], [-0.227, -0.034, -0.032], [-0.042, -0.109, -0.005], [-0.050, -0.144, 0.032], [-0.072, -0.061, 0.017], [0.046, 0.087, 0.001], [-0.089, -0.042, 0.053], [-0.148, 0.110, -0.090], [-0.023, -0.098, -0.042], [0.026, -0.015, 0.089], [0.115, 0.029, -0.078], [-0.114, 0.180, 0.166], [0.268, -0.157, 0.028], [0.047, 0.054, -0.068]],
  "mulliken_spin": [0.01, 0.09, 0.02, 0.03, 0.01, 0.06, 0.24, 0.38, 0.00, 0.00, 0.00, 0.00, 0.00, 0.00, 0.00, 0.00, 0.00, 0.00, 0.00, 0.00, 0.00, 0.03, -0.04, 0.00, 0.00, 0.01, 0.02, 0.02, 0.06, 0.00, -0.03, 0.00, 0.00, 0.01, -0.01, 0.00, 0.00, 0.02, 0.00, 0.00, 0.00, -0.01, 0.00, 0.00, 0.01, 0.05, 0.00, 0.02, 0.00, 0.00, 0.00, 0.00, 0.00, 0.01, 0.00, 0.00, 0.03, 0.00, 0.00, 0.01, -0.01, 0.00, 0.00, 0.00, 0.00, 0.00, -0.01, 0.00, 0.00, 0.00, 0.00, 0.00, 0.00, 0.00, 0.00, 0.00],
  "e_above_lowest_kcal_mol": 18.84,
  "total_energy_ev": -179440.8136,
  "spin_multiplicity": 2
}

---

Copy entry 1 word for word.
{
  "formula": "C3H8N4O",
  "method": "ωB97M-V/def2-TZVPD",
  "elements": ["O", "N", "N", "N", "N", "C", "C", "C", "H", "H", "H", "H", "H", "H", "H", "H"],
  "positions_angstrom": [[0.679, -2.160, 1.276], [0.093, -1.241, 0.391], [1.209, 0.291, -1.153], [-1.482, 0.607, 0.681], [1.796, 0.779, 1.082], [-0.663, -0.322, 1.089], [1.062, 0.268, 0.207], [-1.856, 0.713, -0.697], [-0.589, -0.448, 2.165], [1.493, 1.156, -1.584], [-2.758, 1.326, -0.754], [0.619, -0.331, -1.686], [-2.042, -0.261, -1.168], [-1.096, 1.251, -1.290], [0.932, -2.908, 0.719], [2.603, 1.279, 0.723]],
  "atomic_forces_ev_per_a": [[-0.222, 0.593, 0.187], [1.593, 2.111, -1.201], [-0.616, 0.084, 0.014], [0.962, -1.734, 0.821], [-1.053, -0.661, 0.444], [-3.330, 1.235, 1.495], [2.893, -2.704, -1.179], [0.131, 0.350, -0.561], [0.261, 0.227, 0.196], [-0.095, 0.024, -0.008], [-0.046, -0.163, -0.041], [0.057, 0.208, 0.043], [0.034, 0.061, -0.062], [-0.220, -0.170, 0.074], [-0.045, 0.303, -0.119], [-0.303, 0.237, -0.102]],
  "mulliken_charge": [-0.46, -0.16, -0.45, -0.52, -0.63, 0.03, 0.50, -0.75, 0.50, 0.22, 0.29, 0.28, 0.30, 0.22, 0.35, 0.28],
  "e_above_lowest_kcal_mol": 127.54,
  "total_energy_ev": -11244.0931,
  "spin_multiplicity": 1
}